1.
Density functional theory data (ωB97M-V/def2-TZVPD) for a 10-piece molecular cluster, C49H50N10 overall.

```
109
C49H50N10, DFT ωB97M-V/def2-TZVPD
N 8.98 -23.88 28.55
C 8.26 -23.02 29.37
C 7.28 -23.79 29.96
C 7.34 -25.08 29.43
C 8.41 -25.11 28.56
H 9.92 -23.66 28.28
H 8.54 -21.99 29.50
H 6.63 -23.43 30.74
H 6.84 -26.02 29.62
H 8.90 -25.94 28.07
N 4.29 -20.49 27.21
C 5.21 -21.45 27.03
C 5.48 -21.91 25.75
C 4.93 -21.34 24.62
C 3.99 -20.33 24.85
C 3.63 -20.02 26.14
H 5.55 -22.01 27.89
H 6.29 -22.62 25.61
H 5.27 -21.62 23.63
H 3.44 -19.92 24.01
H 2.90 -19.25 26.35
N 10.52 -18.59 33.87
C 9.25 -18.22 33.70
C 8.45 -18.77 32.71
C 9.05 -19.58 31.78
C 10.35 -20.00 32.00
C 11.05 -19.57 33.11
H 8.91 -17.40 34.31
H 7.43 -18.42 32.59
H 8.53 -19.85 30.87
H 10.75 -20.71 31.27
H 12.05 -19.85 33.39
N 1.11 -17.45 27.26
C 0.27 -16.43 27.09
C 0.28 -15.31 27.91
C 1.22 -15.16 28.91
C 2.05 -16.25 29.15
C 2.02 -17.31 28.24
H -0.52 -16.59 26.37
H -0.32 -14.42 27.74
H 1.27 -14.26 29.50
H 2.77 -16.29 29.95
H 2.69 -18.15 28.42
N 5.20 -16.72 30.45
C 4.65 -17.71 31.18
C 4.96 -19.05 30.99
C 6.09 -19.38 30.24
C 6.72 -18.35 29.59
C 6.20 -17.06 29.64
H 3.82 -17.37 31.78
H 4.28 -19.79 31.40
H 6.17 -20.43 30.00
H 7.53 -18.54 28.89
H 6.68 -16.26 29.10
N 7.15 -21.87 33.44
C 8.07 -22.32 34.28
C 7.88 -22.22 35.66
C 6.69 -21.73 36.13
C 5.69 -21.28 35.27
C 6.04 -21.30 33.92
H 8.91 -22.87 33.89
H 8.62 -22.59 36.36
H 6.57 -21.70 37.21
H 4.79 -20.88 35.71
H 5.38 -20.97 33.13
N 1.19 -17.35 32.96
C 1.00 -18.43 32.20
C 1.29 -19.72 32.65
C 1.88 -19.84 33.90
C 2.08 -18.72 34.68
C 1.66 -17.48 34.21
H 0.62 -18.32 31.20
H 1.10 -20.57 32.01
H 2.26 -20.79 34.23
H 2.51 -18.81 35.67
H 1.64 -16.53 34.72
N 12.91 -17.46 29.09
C 11.79 -17.51 29.81
C 10.53 -17.42 29.21
C 10.40 -17.17 27.84
C 11.58 -17.02 27.13
C 12.79 -17.21 27.80
H 11.86 -17.52 30.89
H 9.69 -17.59 29.86
H 9.37 -17.15 27.52
H 11.58 -16.65 26.11
H 13.69 -17.12 27.20
N 5.88 -14.37 26.66
C 6.33 -13.14 26.41
C 5.80 -11.99 27.00
C 4.76 -12.15 27.91
C 4.43 -13.42 28.32
C 5.03 -14.50 27.70
H 7.10 -13.07 25.64
H 6.23 -11.06 26.66
H 4.29 -11.21 28.17
H 3.66 -13.64 29.04
H 4.84 -15.54 27.89
N 3.46 -22.70 29.77
C 3.43 -23.84 29.07
C 2.39 -24.33 28.28
C 1.27 -23.51 28.19
C 1.29 -22.27 28.82
C 2.36 -21.96 29.62
H 4.32 -24.46 29.16
H 2.49 -25.36 27.99
H 0.38 -23.85 27.68
H 0.43 -21.62 28.71
H 2.34 -21.09 30.27
```

Computed properties:
- LUMO energy: 0.6 eV
- ΔE to the lowest compared entry with this formula, charge and spin: 0.0 kcal/mol
- Gap between HOMO and LUMO: 8.914 eV
- SMILES string: c1cc[nH]c1.c1ccncc1.c1ccncc1.c1ccncc1.c1ccncc1.c1ccncc1.c1ccncc1.c1ccncc1.c1ccncc1.c1ccncc1
- Highest occupied orbital energy: -8.29 eV
- Net charge: 0


2.
Density functional theory data (ωB97M-V/def2-TZVPD) for the molecule C5H12O2.

```
19
C5H12O2, DFT ωB97M-V/def2-TZVPD
C 2.37 0.18 1.30
C 0.93 0.64 1.08
C 0.28 -0.08 -0.11
O 0.28 -1.48 0.08
C -1.16 0.36 -0.40
C -1.59 -0.09 -1.83
O -2.02 -0.30 0.52
H 2.39 -0.91 1.46
H 2.99 0.40 0.43
H 2.82 0.67 2.17
H 0.33 0.47 1.98
H 0.91 1.73 0.89
H 0.87 0.12 -1.01
H -0.49 -1.64 0.66
H -1.28 1.45 -0.28
H -1.06 -1.02 -2.10
H -2.67 -0.30 -1.96
H -1.35 0.70 -2.54
H -2.58 -0.69 -0.15
```

Computed properties:
- LUMO energy: 0.9 eV
- ΔE to the lowest compared entry with this formula, charge and spin: 19.8 kcal/mol
- Gap between HOMO and LUMO: 11.053 eV
- SMILES string: CC[C@@H](O)[C@@H](C)O
- Highest occupied orbital energy: -10.13 eV
- Net charge: 0


3.
Density functional theory data (ωB97M-V/def2-TZVPD) for a 2-piece molecular cluster, C2H5FSi overall.

```
9
C2H5FSi, DFT ωB97M-V/def2-TZVPD
C 0.31 -0.10 1.67
C 1.46 -0.68 1.41
F -1.03 0.93 -0.82
Si -1.11 0.22 -2.27
H -0.35 0.58 1.08
H -0.17 -0.47 2.60
H 2.07 -1.53 1.67
H -1.27 1.48 -3.30
H 0.09 -0.42 -2.03
```

Computed properties:
- LUMO energy (alpha / beta): 0.3 / -1.2 eV
- ΔE to the lowest compared entry with this formula, charge and spin: 110.8 kcal/mol
- Gap between HOMO and LUMO (alpha / beta): 8.830 / 7.140 eV
- Highest occupied orbital energy (alpha / beta): -8.53 / -8.33 eV
- Net charge: 0


4.
Density functional theory data (ωB97M-V/def2-TZVPD) for C29H48F4N2PRuSi2 as an isolated structure.

```
87
C29H48F4N2PRuSi2, DFT ωB97M-V/def2-TZVPD
Ru 0.02 -0.34 -0.48
C 4.83 0.72 -1.17
N 4.25 -0.23 -0.21
C 5.17 -0.52 0.88
C 3.68 -1.43 -0.76
C 2.72 -1.11 -1.95
N 1.57 -0.23 -1.68
C 1.66 1.02 -2.37
C 1.52 2.19 -1.62
F 1.25 2.01 -0.31
C 1.82 3.40 -2.16
F 1.94 4.50 -1.38
C 2.16 3.52 -3.48
C 2.22 2.39 -4.27
F 2.43 2.51 -5.57
C 1.91 1.16 -3.72
F 1.95 0.09 -4.51
H 5.20 1.61 -0.62
H 4.10 1.01 -2.00
H 5.67 0.28 -1.72
H 6.08 -1.01 0.48
H 4.78 -1.33 1.51
H 5.40 0.40 1.39
H 3.16 -1.90 0.08
H 4.42 -2.17 -1.15
H 2.36 -2.09 -2.11
H 3.27 -0.81 -2.84
H 2.47 4.44 -4.00
C -0.93 -1.56 -3.79
Si -1.46 -1.35 -2.02
C -0.71 -2.87 -1.04
C -3.25 -1.04 -1.76
C -4.31 -1.85 -2.18
C -5.61 -1.41 -2.05
C -5.87 -0.14 -1.55
C -4.81 0.74 -1.31
C -3.51 0.29 -1.36
Si -1.85 1.25 -1.16
C -1.76 2.25 -2.80
C -1.72 2.60 0.17
H -1.20 -2.55 -4.12
H 0.12 -1.39 -4.04
H -1.56 -0.93 -4.39
H -0.79 -3.00 0.06
H 0.28 -3.06 -1.39
H -1.24 -3.65 -1.58
H -4.09 -2.83 -2.55
H -6.47 -2.06 -2.20
H -6.93 0.16 -1.40
H -5.11 1.73 -0.91
H -1.77 1.63 -3.71
H -0.98 3.01 -2.75
H -2.70 2.80 -2.84
H -0.72 2.85 0.54
H -2.43 2.42 1.03
H -2.17 3.50 -0.28
C -3.07 0.38 2.55
C -2.11 -0.79 2.79
C -2.80 -2.11 2.23
P -0.38 -0.49 2.12
C 0.70 -1.83 2.84
C 0.25 -2.31 4.24
C 2.11 -1.35 2.86
C -0.12 1.08 2.96
C -0.39 1.12 4.47
C 1.26 1.69 2.73
H -3.96 -0.01 3.00
H -3.28 0.56 1.50
H -2.86 1.30 3.03
H -1.98 -0.93 3.89
H -3.08 -2.07 1.14
H -3.75 -2.32 2.76
H -2.12 -2.92 2.24
H 0.61 -2.69 2.20
H 0.29 -1.44 4.90
H 0.88 -3.15 4.61
H -0.80 -2.71 4.24
H 2.21 -0.42 3.42
H 2.48 -1.12 1.87
H 2.76 -2.12 3.36
H -0.79 1.76 2.43
H 0.48 0.82 5.09
H -1.26 0.60 4.87
H -0.54 2.15 4.70
H 1.07 2.74 2.54
H 1.83 1.31 1.90
H 1.89 1.65 3.62
```

Computed properties:
- LUMO energy (alpha / beta): -2.1 / -4.3 eV
- Gap between HOMO and LUMO (alpha / beta): 8.149 / 6.592 eV
- Highest occupied orbital energy (alpha / beta): -10.27 / -10.93 eV
- Net charge: +1
- Multiplicity: 5


5.
Density functional theory data (ωB97M-V/def2-TZVPD) for the molecule CHCl2FS.

```
6
CHCl2FS, DFT ωB97M-V/def2-TZVPD
C 0.05 -0.19 0.52
F -0.28 -1.32 1.07
S 0.20 -0.60 -1.38
Cl 1.57 0.42 1.12
Cl -0.81 1.01 -2.11
H -0.73 0.67 0.79
```

Computed properties:
- LUMO energy: -0.3 eV
- ΔE to the lowest compared entry with this formula, charge and spin: 6.6 kcal/mol
- Gap between HOMO and LUMO: 9.270 eV
- SMILES string: F[C@@H](Cl)SCl
- Highest occupied orbital energy: -9.58 eV
- Net charge: 0


6.
Density functional theory data (ωB97M-V/def2-TZVPD) for a 2-piece molecular cluster, C5H12O overall.

```
18
C5H12O, DFT ωB97M-V/def2-TZVPD
C 1.25 -2.02 0.10
C 0.96 -0.99 -0.99
C 1.14 0.44 -0.53
C 0.31 1.44 -0.83
O -1.14 1.19 1.72
C -2.35 0.89 1.08
H 2.27 -1.89 0.50
H 1.18 -3.04 -0.30
H 0.55 -1.94 0.93
H -0.06 -1.12 -1.37
H 1.63 -1.16 -1.84
H -0.42 0.95 1.13
H 2.03 0.64 0.07
H 0.49 2.46 -0.48
H -0.59 1.28 -1.41
H -3.06 0.56 1.83
H -2.24 0.09 0.33
H -2.78 1.76 0.57
```

Computed properties:
- LUMO energy: 1.1 eV
- ΔE to the lowest compared entry with this formula, charge and spin: 31.4 kcal/mol
- Gap between HOMO and LUMO: 10.925 eV
- SMILES string: C=CCC.CO
- Highest occupied orbital energy: -9.87 eV
- Net charge: 0


7.
Density functional theory data (ωB97M-V/def2-TZVPD) for C20H24BrF5N2OPtS as an isolated structure.

```
55
C20H24BrF5N2OPtS, DFT ωB97M-V/def2-TZVPD
Pt 0.52 0.81 -0.48
C 5.96 -2.76 3.81
C 4.64 -3.49 3.51
C 3.87 -3.64 4.82
C 4.95 -4.89 2.97
C 3.85 -2.70 2.47
C 2.60 -2.18 2.70
C 1.92 -1.48 1.71
Br 0.18 -0.86 2.18
C 2.45 -1.28 0.42
O 1.86 -0.65 -0.59
C 3.75 -1.81 0.18
C 4.40 -2.49 1.20
C 4.43 -1.62 -1.19
C 4.62 -0.12 -1.48
C 5.81 -2.27 -1.23
C 3.58 -2.27 -2.29
H 6.53 -3.30 4.57
H 5.77 -1.75 4.18
H 6.58 -2.68 2.92
H 4.46 -4.21 5.53
H 2.92 -4.17 4.67
H 3.65 -2.67 5.28
H 5.50 -5.47 3.72
H 5.56 -4.85 2.07
H 4.03 -5.43 2.73
H 2.10 -2.31 3.66
H 5.38 -2.89 1.00
H 5.24 0.33 -0.70
H 3.67 0.40 -1.54
H 5.14 0.00 -2.44
H 6.49 -1.83 -0.50
H 6.24 -2.10 -2.22
H 5.77 -3.34 -1.07
H 2.60 -1.81 -2.37
H 3.45 -3.33 -2.09
H 4.09 -2.17 -3.25
F -0.84 -1.53 -1.09
C -0.89 -0.21 -1.42
F -0.69 -0.13 -2.76
C -2.36 0.21 -1.17
F -2.67 0.09 0.12
F -3.18 -0.58 -1.87
F -2.59 1.47 -1.55
S -0.47 2.95 -0.18
C 0.99 2.77 0.71
N 0.91 2.61 2.08
C 1.98 2.49 2.87
C 3.23 2.48 2.30
C 3.27 2.51 0.91
N 2.19 2.68 0.13
H -0.02 2.50 2.45
H 1.79 2.37 3.93
H 4.12 2.39 2.90
H 4.21 2.41 0.39
```

Computed properties:
- LUMO energy: -1.7 eV
- ΔE to the lowest compared entry with this formula, charge and spin: 21.7 kcal/mol
- Gap between HOMO and LUMO: 5.892 eV
- Highest occupied orbital energy: -7.61 eV
- Net charge: 0


8.
Density functional theory data (ωB97M-V/def2-TZVPD) for a 2-piece molecular cluster, C5H14N2O overall.

```
22
C5H14N2O, DFT ωB97M-V/def2-TZVPD
C -0.75 1.72 -0.04
C -0.78 0.76 1.13
C 0.49 -0.02 1.20
C 0.68 -1.28 1.69
N 1.77 -2.06 1.32
C 1.56 -3.20 0.68
N -2.13 2.10 -0.52
H -0.13 2.76 0.33
H -0.28 1.20 -1.07
H -0.77 1.47 1.92
H -1.52 0.11 1.19
H 1.41 0.60 0.76
H -0.25 -1.81 2.16
H 2.63 -1.72 1.43
H 2.52 -3.82 0.38
H 0.64 -3.68 0.30
H -2.78 2.37 0.34
H -2.14 2.91 -1.23
H -2.51 1.41 -1.16
H 0.75 1.01 -4.10
H -0.58 1.16 -4.66
O -0.21 0.99 -3.77
```

Computed properties:
- LUMO energy: -8.4 eV
- ΔE to the lowest compared entry with this formula, charge and spin: 73.9 kcal/mol
- Gap between HOMO and LUMO: 8.995 eV
- Highest occupied orbital energy: -17.40 eV
- Net charge: +2


9.
Density functional theory data (ωB97M-V/def2-TZVPD) for C12H22B6F24N4Zn as an isolated structure.

```
69
C12H22B6F24N4Zn, DFT ωB97M-V/def2-TZVPD
Zn -1.02 0.39 -2.15
C 6.10 2.41 2.87
C 4.66 2.03 2.52
N 4.46 0.89 1.59
C 3.40 0.73 0.75
C 3.55 -0.42 0.11
N 4.66 -1.12 0.52
C 5.24 -0.23 1.40
C 5.16 -2.42 0.23
H 6.19 3.44 3.21
H 6.89 2.28 2.12
H 6.46 1.81 3.70
H 4.33 2.89 1.94
H 4.06 1.96 3.43
H 2.60 1.46 0.75
H 2.90 -0.94 -0.58
H 6.16 -0.43 1.92
H 4.50 -3.13 0.74
H 6.18 -2.56 0.57
H 5.20 -2.58 -0.85
C -1.97 0.27 4.23
C -2.46 -0.92 3.42
N -3.67 -0.65 2.64
C -4.99 -0.71 3.02
C -5.75 -0.56 1.84
N -4.90 -0.29 0.82
C -3.61 -0.34 1.32
C -5.31 -0.25 -0.57
H -2.79 0.50 4.91
H -1.65 1.09 3.59
H -1.14 0.04 4.89
H -2.77 -1.71 4.11
H -1.68 -1.29 2.75
H -5.22 -0.96 4.04
H -6.78 -0.85 1.72
H -2.74 -0.34 0.69
H -4.84 -0.94 -1.27
H -5.09 0.76 -0.91
H -6.37 -0.45 -0.71
B -2.41 -2.72 -0.88
F -2.26 -1.38 -1.24
F -1.41 -3.28 -0.22
F -3.40 -2.90 0.04
F -2.51 -3.52 -1.93
B 0.86 -2.71 -2.16
F 1.39 -2.98 -0.91
F 0.23 -1.44 -2.24
F 1.96 -2.59 -3.07
F 0.10 -3.75 -2.57
B -0.57 3.64 -2.62
F -1.52 4.61 -2.40
F -0.08 3.75 -3.90
F 0.58 3.82 -1.85
F -1.15 2.39 -2.47
B 1.68 1.13 -3.75
F 0.37 0.73 -3.65
F 1.90 1.88 -2.63
F 2.38 -0.01 -3.85
F 1.94 1.99 -4.80
B -0.25 0.80 0.20
F -1.51 1.08 -0.36
F -0.24 -0.41 0.82
F 0.49 0.70 -0.94
F 0.22 1.77 1.06
B -2.98 0.12 -3.77
F -1.83 -0.55 -3.77
F -2.84 0.98 -4.84
F -4.03 -0.78 -3.98
F -3.05 0.76 -2.63
```

Computed properties:
- LUMO energy: 3.0 eV
- Gap between HOMO and LUMO: 7.287 eV
- Highest occupied orbital energy: -4.33 eV
- Net charge: -2


10.
Density functional theory data (ωB97M-V/def2-TZVPD) for an isolated ion of composition C4H8NO2 and charge -1.

```
15
C4H8NO2, DFT ωB97M-V/def2-TZVPD
C -0.38 -0.23 -1.72
O -0.04 0.60 -2.63
C 0.57 -0.32 -0.18
C -0.12 0.39 1.10
C -1.26 -0.48 1.60
O -2.35 0.01 1.94
N 1.86 0.47 -0.23
H -1.39 -0.10 -1.21
H -0.36 -1.29 -2.02
H 0.85 -1.34 0.03
H 0.66 0.38 1.98
H -0.40 1.43 1.04
H -1.19 -1.55 1.47
H 1.34 1.43 -0.07
H 2.22 0.59 -1.10
```

Computed properties:
- LUMO energy: 3.9 eV
- ΔE to the lowest compared entry with this formula, charge and spin: 94.5 kcal/mol
- Gap between HOMO and LUMO: 6.693 eV
- SMILES string: N[C@H](C[O-])CC=O
- Highest occupied orbital energy: -2.78 eV
- Net charge: -1


11.
Density functional theory data (ωB97M-V/def2-TZVPD) for a 3-piece molecular cluster, C26H50Cl2IN2O6SSi overall.

```
89
C26H50Cl2IN2O6SSi, DFT ωB97M-V/def2-TZVPD
C 2.58 -6.11 -0.85
C 1.21 -6.15 -0.16
C 0.06 -5.55 -0.96
Cl -0.08 -6.41 -2.55
Si 0.03 -3.66 -1.20
I 0.88 -2.67 0.89
C 0.96 -3.20 -2.78
C 1.34 -1.73 -2.99
C 2.51 -1.14 -2.17
C 3.73 -2.06 -1.98
S 4.63 -2.00 -0.42
O 4.45 -3.21 0.31
O 6.00 -1.77 -0.74
Cl 4.00 -0.40 0.66
C -1.80 -3.13 -1.35
O -2.63 -4.06 -1.25
O -2.04 -1.91 -1.53
H 2.74 -5.22 -1.45
H 2.70 -6.97 -1.50
H 3.36 -6.11 -0.09
H 0.97 -7.20 0.00
H 1.30 -5.71 0.83
H -0.86 -5.79 -0.44
H 1.79 -3.88 -2.96
H 0.25 -3.44 -3.57
H 0.47 -1.10 -2.83
H 1.61 -1.60 -4.04
H 2.14 -0.72 -1.24
H 2.87 -0.28 -2.73
H 4.48 -1.76 -2.70
H 3.53 -3.12 -2.15
C 2.42 -0.05 4.20
C 3.09 1.23 4.74
C 3.85 0.92 6.03
C 2.93 0.73 7.24
C 2.00 1.93 7.40
C 1.20 2.24 6.13
N 2.07 2.31 4.92
O 2.67 3.46 4.91
C 0.10 1.17 5.94
C 0.44 3.54 6.32
C 4.10 1.60 3.65
H 1.75 -0.54 4.91
H 1.85 0.16 3.29
H 3.18 -0.80 3.95
H 4.54 1.74 6.24
H 4.46 0.03 5.89
H 2.36 -0.20 7.14
H 3.54 0.63 8.14
H 1.31 1.75 8.22
H 2.59 2.80 7.67
H -0.31 1.20 4.93
H -0.72 1.34 6.64
H 0.44 0.15 6.15
H 1.09 4.38 6.56
H -0.27 3.44 7.14
H -0.13 3.80 5.42
H 3.59 1.87 2.72
H 4.75 0.75 3.45
H 4.74 2.43 3.94
C -3.74 0.31 -5.10
C -3.05 1.33 -4.18
C -3.55 1.17 -2.75
C -4.95 1.73 -2.53
C -5.04 3.18 -3.01
C -4.59 3.36 -4.45
N -3.26 2.72 -4.71
O -2.33 3.50 -4.24
C -5.66 2.79 -5.40
C -4.53 4.85 -4.78
C -1.58 0.94 -4.23
H -4.83 0.36 -5.08
H -3.41 0.43 -6.13
H -3.48 -0.70 -4.78
H -2.87 1.69 -2.07
H -3.52 0.12 -2.47
H -5.69 1.11 -3.05
H -5.20 1.68 -1.47
H -6.07 3.54 -2.90
H -4.43 3.80 -2.35
H -5.26 2.66 -6.41
H -6.51 3.47 -5.47
H -6.07 1.84 -5.07
H -3.88 5.40 -4.11
H -5.53 5.28 -4.69
H -4.19 5.02 -5.80
H -1.16 1.07 -5.23
H -1.47 -0.11 -3.96
H -0.97 1.51 -3.53
```

Computed properties:
- LUMO energy (alpha / beta): 2.2 / 1.8 eV
- Gap between HOMO and LUMO (alpha / beta): 6.849 / 6.494 eV
- Highest occupied orbital energy (alpha / beta): -4.65 / -4.65 eV
- Net charge: -1
- Multiplicity: 3


no.,maximum force (hartree/bohr)
1,0.042
2,0.028
3,0.061
4,0.043
5,0.071
6,0.010
7,0.022
8,0.135
9,0.120
10,0.125
11,0.047